Entry 1:
{"formula": "C27H27Cl5N3O4PdS2Si", "method": "ωB97M-V with the def2-TZVPD basis set", "elements": ["Pd", "C", "C", "N", "C", "C", "S", "C", "C", "S", "C", "N", "C", "H", "H", "H", "H", "H", "H", "H", "H", "C", "Si", "C", "C", "H", "H", "H", "H", "H", "H", "H", "H", "H", "Cl", "C", "C", "C", "C", "C", "Cl", "C", "N", "C", "C", "C", "C", "C", "C", "C", "C", "O", "O", "H", "H", "H", "H", "H", "H", "H", "H", "H", "H", "Cl", "C", "Cl", "Cl", "C", "O", "O"], "coordinates": [[1.397, -0.423, 0.936], [0.102, 2.759, 1.715], [-0.669, 1.654, 2.353], [-0.384, 0.393, 2.258], [-1.243, -0.407, 2.977], [-2.238, 0.263, 3.613], [-2.046, 1.947, 3.359], [-0.978, -1.849, 3.062], [-1.642, -2.739, 3.848], [-0.916, -4.281, 3.698], [0.239, -3.632, 2.587], [0.074, -2.377, 2.354], [1.307, -4.457, 1.946], [1.054, 2.375, 1.361], [0.268, 3.572, 2.424], [-0.425, 3.144, 0.838], [-3.025, -0.138, 4.234], [-2.474, -2.560, 4.512], [1.450, -5.406, 2.465], [2.240, -3.894, 1.953], [1.053, -4.660, 0.904], [3.803, -0.015, -1.458], [3.089, -1.251, -0.236], [2.458, -2.757, -1.218], [4.478, -1.840, 0.907], [4.663, -0.443, -1.989], [4.126, 0.875, -0.915], [3.051, 0.284, -2.194], [3.144, -3.612, -1.152], [2.342, -2.492, -2.276], [1.471, -3.060, -0.856], [5.006, -2.709, 0.493], [4.084, -2.100, 1.894], [5.197, -1.028, 1.055], [-3.131, 0.672, -0.458], [-3.053, 2.262, -1.152], [-3.110, 3.323, -0.264], [-3.042, 4.631, -0.702], [-2.921, 4.877, -2.058], [-2.886, 3.818, -2.939], [-2.741, 4.190, -4.642], [-2.954, 2.464, -2.540], [-2.979, 1.484, -3.511], [-2.723, 0.080, -3.353], [-3.797, -0.791, -3.504], [-3.605, -2.160, -3.425], [-2.325, -2.654, -3.206], [-1.257, -1.781, -3.069], [-1.436, -0.399, -3.136], [-0.274, 0.528, -2.925], [0.292, 0.519, -1.494], [0.763, 1.561, -1.032], [0.293, -0.630, -0.918], [-3.201, 3.092, 0.789], [-3.076, 5.450, 0.007], [-2.853, 5.884, -2.447], [-2.734, 1.836, -4.423], [-4.780, -0.369, -3.671], [-4.445, -2.837, -3.532], [-2.159, -3.723, -3.138], [-0.263, -2.161, -2.866], [-0.513, 1.555, -3.195], [0.564, 0.215, -3.557], [3.264, 3.423, 3.813], [3.543, 1.685, 4.053], [2.462, 1.112, 5.337], [5.228, 1.430, 4.566], [3.325, 0.932, 2.670], [2.531, -0.054, 2.745], [3.936, 1.402, 1.727]], "forces_ev_per_angstrom": [[-0.257, 0.012, 0.205], [-0.119, 0.031, -0.022], [-0.009, -0.068, 0.174], [0.036, -0.046, -0.163], [0.039, 0.050, -0.097], [0.034, 0.114, 0.077], [-0.158, 0.026, -0.057], [0.085, 0.003, -0.046], [-0.031, -0.044, 0.020], [-0.052, -0.132, 0.095], [-0.038, -0.105, -0.043], [-0.128, 0.240, 0.050], [-0.019, -0.028, 0.004], [0.093, -0.052, -0.033], [-0.015, -0.013, -0.003], [0.010, -0.036, 0.048], [0.069, 0.061, -0.038], [0.082, -0.041, -0.067], [-0.001, 0.029, -0.005], [-0.008, -0.002, -0.002], [-0.005, 0.007, 0.044], [0.048, -0.052, -0.082], [0.210, -0.082, -0.112], [-0.031, -0.089, -0.066], [0.089, -0.028, 0.013], [-0.055, 0.027, 0.023], [-0.019, -0.015, -0.022], [0.055, 0.008, 0.051], [-0.075, 0.090, -0.009], [0.011, -0.028, 0.077], [0.109, 0.008, -0.032], [-0.037, 0.100, 0.033], [0.033, -0.030, -0.071], [-0.059, -0.045, 0.011], [-0.010, -0.009, 0.045], [-0.039, 0.016, -0.078], [0.041, -0.045, 0.065], [-0.003, 0.101, 0.059], [-0.015, -0.026, -0.008], [0.041, -0.139, 0.009], [-0.003, -0.061, 0.012], [-0.007, 0.050, -0.036], [-0.036, 0.100, 0.099], [-0.084, 0.003, -0.084], [-0.008, -0.025, -0.037], [-0.077, 0.077, -0.013], [0.137, 0.011, 0.012], [-0.032, -0.074, 0.026], [0.095, -0.051, 0.016], [0.034, -0.065, -0.020], [0.214, -0.084, 0.428], [-0.357, -0.124, -0.356], [0.386, 0.494, 0.237], [0.017, 0.010, -0.005], [0.008, -0.045, -0.041], [-0.002, -0.009, 0.008], [-0.056, 0.022, -0.011], [0.016, -0.023, 0.011], [0.032, 0.044, 0.003], [0.006, 0.056, -0.001], [-0.047, 0.006, -0.015], [0.029, -0.025, 0.039], [-0.031, -0.008, -0.011], [-0.003, 0.014, 0.017], [0.000, -0.202, -0.052], [0.003, 0.031, 0.008], [0.010, 0.003, 0.011], [-0.336, -0.293, -0.026], [0.163, 0.404, -0.360], [0.028, -0.003, 0.088]], "e_homo_ev": -4.459, "charge": -1, "gap_ev": 6.60, "e_above_lowest_kcal_mol": 0.0}

---

Entry 2:
{"formula": "C27H27N2O2", "method": "ωB97M-V with the def2-TZVPD basis set", "elements": ["C", "C", "C", "C", "C", "C", "C", "C", "C", "C", "C", "C", "C", "C", "H", "H", "H", "H", "H", "H", "H", "H", "H", "H", "H", "H", "H", "O", "C", "C", "C", "C", "C", "C", "C", "C", "O", "N", "C", "C", "C", "C", "C", "N", "H", "H", "H", "H", "H", "H", "H", "H", "H", "H", "H", "H", "H", "H"], "coordinates": [[-6.617, -2.057, 2.658], [-5.214, -1.570, 2.477], [-4.964, -0.266, 2.015], [-3.674, 0.158, 1.745], [-2.548, -0.706, 1.945], [-1.250, -0.300, 1.506], [-0.047, -0.970, 1.902], [1.099, -0.212, 2.270], [2.317, -0.832, 2.483], [2.431, -2.228, 2.392], [1.307, -2.998, 2.064], [0.083, -2.387, 1.822], [-2.823, -1.941, 2.617], [-4.123, -2.390, 2.794], [-6.645, -3.152, 2.698], [-7.072, -1.680, 3.586], [-7.253, -1.722, 1.829], [-5.814, 0.404, 1.863], [-3.487, 1.177, 1.397], [-1.178, 0.714, 1.115], [0.991, 0.871, 2.361], [3.195, -0.227, 2.718], [3.396, -2.708, 2.569], [1.380, -4.086, 1.998], [-0.778, -2.992, 1.523], [-2.001, -2.538, 3.008], [-4.309, -3.389, 3.199], [2.575, 0.993, 0.099], [2.789, 1.682, -0.895], [4.080, 2.017, -1.534], [3.827, 2.694, -2.716], [4.862, 3.095, -3.549], [6.177, 2.803, -3.150], [6.429, 2.106, -1.953], [5.370, 1.697, -1.130], [2.354, 2.818, -2.886], [1.706, 3.252, -3.826], [1.818, 2.277, -1.695], [0.366, 2.159, -1.429], [-0.182, 0.808, -1.827], [-1.665, 0.714, -2.211], [-1.940, -0.806, -2.127], [-0.756, -1.383, -1.327], [-0.110, -0.191, -0.763], [4.627, 3.621, -4.473], [7.020, 3.114, -3.771], [7.460, 1.883, -1.670], [5.513, 1.152, -0.198], [0.212, 2.338, -0.358], [-0.106, 2.946, -2.024], [0.404, 0.443, -2.700], [-2.267, 1.245, -1.456], [-1.864, 1.158, -3.192], [-2.890, -1.018, -1.627], [-1.960, -1.253, -3.126], [-1.050, -2.097, -0.554], [-0.064, -1.899, -2.021], [0.860, -0.342, -0.470]], "forces_ev_per_angstrom": [[-0.236, -0.198, -0.081], [0.110, 0.125, -0.075], [0.199, 0.293, -0.020], [0.123, -0.137, -0.218], [-0.514, -0.252, -0.317], [-0.680, 0.694, 2.051], [1.016, -0.774, -0.118], [-0.556, -0.121, -0.439], [0.085, -0.225, 0.324], [-0.372, 0.224, -0.103], [0.044, 0.029, 0.137], [0.021, 0.417, 0.036], [-0.054, -0.164, -0.223], [0.421, 0.106, 0.096], [-0.022, 0.253, 0.007], [0.232, -0.007, -0.192], [0.146, -0.059, 0.202], [0.361, -0.165, -0.006], [-0.131, -0.354, -0.117], [0.080, -0.260, 0.348], [0.202, -0.326, -0.142], [-0.326, -0.206, -0.036], [-0.322, 0.141, -0.091], [0.038, 0.372, -0.010], [0.493, 0.205, -0.027], [-0.304, 0.121, -0.232], [0.132, 0.409, -0.001], [0.086, 0.871, -1.035], [-0.275, -0.342, 0.475], [0.717, -0.183, 0.035], [0.587, 0.023, -0.313], [-0.011, -0.019, 0.131], [-0.208, -0.155, 0.290], [-0.262, 0.141, -0.202], [-0.169, 0.143, -0.131], [-0.718, 0.494, -0.844], [0.822, -0.631, 1.545], [-0.968, -0.298, 0.284], [0.709, 0.312, -0.188], [-0.181, -0.635, -0.614], [0.069, 0.187, 0.234], [-0.121, 0.029, -0.146], [0.518, -0.006, -0.559], [0.262, -0.383, -0.081], [0.204, -0.113, 0.160], [-0.304, -0.097, 0.168], [-0.342, 0.071, -0.082], [0.143, 0.124, -0.242], [-0.038, 0.079, -0.231], [0.026, -0.059, 0.156], [-0.152, 0.237, 0.173], [0.133, -0.018, -0.232], [-0.018, -0.153, 0.221], [0.076, 0.048, -0.192], [-0.157, 0.061, 0.218], [0.026, 0.110, -0.091], [-0.248, 0.050, 0.285], [-0.392, -0.030, 0.052]], "e_homo_ev": -11.895, "charge": 1, "gap_ev": 6.75, "e_above_lowest_kcal_mol": 8.9}

---

Entry 3:
{"formula": "C27H27N3O6S", "method": "ωB97M-V with the def2-TZVPD basis set", "elements": ["C", "O", "C", "C", "C", "C", "C", "C", "C", "C", "C", "C", "C", "C", "C", "N", "N", "C", "O", "C", "O", "C", "O", "C", "C", "C", "C", "C", "S", "O", "O", "N", "C", "C", "C", "C", "C", "H", "H", "H", "H", "H", "H", "H", "H", "H", "H", "H", "H", "H", "H", "H", "H", "H", "H", "H", "H", "H", "H", "H", "H", "H", "H", "H"], "coordinates": [[-6.803, -2.272, -0.974], [-5.398, -2.344, -1.000], [-4.686, -1.398, -0.328], [-3.296, -1.503, -0.413], [-2.486, -0.593, 0.229], [-3.037, 0.444, 0.977], [-2.155, 1.475, 1.630], [-0.926, 0.908, 2.354], [0.215, 1.497, 1.558], [1.615, 1.228, 1.797], [2.592, 1.881, 1.039], [3.929, 1.604, 1.234], [4.318, 0.684, 2.196], [3.358, 0.044, 2.964], [2.016, 0.308, 2.767], [-0.181, 2.256, 0.603], [-1.528, 2.318, 0.582], [-2.237, 3.026, -0.325], [-3.435, 3.187, -0.238], [-1.409, 3.605, -1.476], [-0.546, 2.597, -1.979], [0.754, 2.877, -2.074], [1.226, 3.985, -2.015], [1.569, 1.637, -2.201], [2.853, 1.683, -2.736], [3.649, 0.550, -2.726], [3.192, -0.621, -2.140], [1.926, -0.649, -1.587], [1.264, -2.082, -0.737], [0.719, -1.621, 0.514], [0.387, -2.789, -1.620], [2.643, -3.018, -0.493], [3.412, -2.567, 0.643], [2.436, -4.448, -0.558], [1.101, 0.454, -1.639], [-4.416, 0.546, 1.059], [-5.240, -0.364, 0.420], [-7.152, -3.103, -1.584], [-7.193, -2.382, 0.044], [-7.166, -1.332, -1.402], [-2.866, -2.305, -0.992], [-1.415, -0.714, 0.153], [-2.760, 2.127, 2.269], [-0.876, 1.217, 3.399], [-0.892, -0.181, 2.306], [2.281, 2.610, 0.308], [4.674, 2.112, 0.638], [5.365, 0.471, 2.351], [3.660, -0.667, 3.719], [1.276, -0.206, 3.360], [-0.813, 4.459, -1.133], [-2.097, 3.928, -2.262], [3.212, 2.612, -3.152], [4.637, 0.582, -3.160], [3.807, -1.506, -2.101], [4.408, -3.007, 0.599], [3.490, -1.483, 0.596], [2.936, -2.839, 1.592], [1.711, -4.635, -1.345], [2.056, -4.854, 0.386], [3.381, -4.934, -0.805], [0.113, 0.400, -1.217], [-4.861, 1.354, 1.620], [-6.309, -0.250, 0.507]], "forces_ev_per_angstrom": [[-0.216, 0.013, 0.013], [0.336, 0.031, 0.021], [0.129, 0.076, 0.070], [-0.137, -0.075, -0.104], [-0.175, 0.037, 0.051], [-0.247, 0.012, 0.187], [-0.333, 0.095, -0.150], [0.143, 0.148, -0.114], [-0.964, 0.208, -0.163], [0.752, -0.028, 0.054], [-0.123, -0.065, 0.103], [0.072, 0.015, -0.050], [0.011, -0.048, 0.069], [0.167, -0.017, 0.080], [-0.151, 0.213, -0.180], [1.168, 0.018, 0.142], [-0.632, -0.413, 0.763], [0.383, 0.327, -0.581], [-0.094, 0.050, 0.050], [-0.168, 0.407, 0.195], [-0.243, -0.246, -0.391], [0.301, 0.203, 0.023], [-0.033, -0.120, -0.071], [0.004, -0.325, 0.083], [-0.168, 0.065, 0.048], [-0.030, 0.002, 0.006], [0.106, -0.040, -0.046], [0.006, -0.486, 0.308], [0.571, -0.070, -0.200], [0.177, 0.042, 0.048], [0.046, -0.156, -0.196], [-0.910, 0.712, -0.302], [0.162, 0.246, 0.304], [-0.285, -0.306, -0.187], [-0.126, 0.191, -0.075], [0.320, -0.068, 0.035], [-0.270, -0.247, -0.158], [-0.024, 0.075, 0.054], [0.016, 0.022, -0.040], [0.013, -0.029, 0.030], [0.040, -0.126, -0.081], [0.124, 0.000, 0.017], [0.076, -0.147, -0.034], [0.002, -0.054, 0.003], [-0.044, -0.009, 0.084], [0.001, 0.103, -0.085], [0.060, 0.055, -0.053], [0.090, -0.013, 0.019], [0.013, -0.066, 0.066], [-0.115, -0.084, 0.062], [-0.159, -0.130, -0.064], [0.102, -0.093, 0.173], [0.040, 0.087, -0.015], [0.074, -0.006, -0.029], [0.098, -0.062, -0.008], [0.019, 0.029, -0.039], [0.183, 0.044, 0.164], [0.042, 0.020, 0.004], [0.070, -0.257, 0.006], [0.018, -0.010, -0.008], [-0.015, 0.032, 0.014], [-0.144, 0.124, 0.064], [-0.026, 0.117, 0.033], [-0.103, -0.026, -0.023]], "e_homo_ev": -8.161, "gap_ev": 8.36, "e_above_lowest_kcal_mol": 23.7}